No. 1
{
  "formula": "C24H27N4O6SW",
  "method": "ωB97M-V/def2-TZVPD",
  "homo_lumo_gap_ha": 0.2325,
  "e_lumo_ev": -10.9777,
  "energy_ha": -2065.40698,
  "spin_multiplicity": 1,
  "charge": 3,
  "de_lowest_ev": 0.000,
  "species": ["W", "O", "N", "N", "O", "C", "C", "C", "C", "C", "C", "H", "H", "H", "H", "H", "C", "C", "C", "C", "C", "C", "C", "S", "O", "O", "N", "C", "C", "O", "O", "H", "H", "H", "H", "H", "H", "H", "H", "H", "C", "N", "C", "C", "C", "C", "C", "C", "C", "C", "H", "H", "H", "H", "H", "H", "H", "H", "H", "H", "H", "H", "H"],
  "coordinates": [[-0.923158, 1.108497, -0.570965], [-0.410270, 1.984230, 1.162438], [0.829941, 2.049292, 1.575961], [1.617179, 1.752952, 0.647980], [1.091687, 1.413624, -0.524945], [3.041010, 1.781469, 0.797674], [3.576298, 2.321263, 1.965403], [4.950790, 2.352781, 2.091347], [5.761241, 1.866045, 1.070142], [5.202227, 1.342152, -0.089889], [3.828686, 1.295425, -0.239620], [2.938357, 2.719566, 2.741578], [5.393958, 2.772288, 2.983573], [6.836920, 1.904866, 1.176234], [5.840596, 0.977444, -0.882219], [3.379739, 0.905353, -1.140819], [-1.381048, -0.599420, 6.859995], [-1.470623, -0.679224, 5.370249], [-2.708913, -0.808810, 4.730202], [-2.796242, -0.918164, 3.359180], [-1.613372, -0.856180, 2.612400], [-0.357887, -0.748794, 3.217488], [-0.305782, -0.658673, 4.591408], [-1.738998, -1.113920, 0.924450], [-0.405612, -0.695919, 0.259091], [-2.214016, -2.381806, 0.517669], [-2.484538, 0.139666, 0.176524], [-3.767643, 0.786737, 0.436796], [-3.565005, 2.234120, 0.018370], [-4.227781, 3.175078, 0.183496], [-2.324084, 2.302092, -0.713224], [-2.355471, -0.450680, 7.318062], [-0.718552, 0.210492, 7.165886], [-0.958113, -1.526661, 7.253816], [-3.614112, -0.845413, 5.322014], [-3.758695, -1.088358, 2.891404], [0.548702, -0.747674, 2.627583], [0.657064, -0.581025, 5.080017], [-4.064036, 0.752477, 1.484652], [-4.560163, 0.352127, -0.175576], [0.535354, -3.121593, -4.602524], [0.213981, -2.858446, -3.163469], [1.411719, -2.354768, -2.429102], [-1.007283, -1.985312, -2.957725], [-0.831499, -0.547523, -3.387307], [-1.013086, -0.199928, -4.715822], [-0.925695, 1.127104, -5.149072], [-0.671998, 2.147846, -4.253947], [-0.498557, 1.817093, -2.913554], [-0.596651, 0.490702, -2.465695], [1.359571, -3.829238, -4.647157], [0.831825, -2.189672, -5.075317], [-0.337351, -3.544071, -5.094955], [-0.033689, -3.762041, -2.754102], [1.754812, -1.443644, -2.913370], [2.192220, -3.109999, -2.473874], [1.139557, -2.157270, -1.394831], [-1.250366, -2.058210, -1.900255], [-1.811946, -2.451783, -3.524986], [-1.266295, -0.961563, -5.443641], [-1.074271, 1.355552, -6.196565], [-0.598672, 3.175812, -4.581411], [-0.291983, 2.661633, -2.237120]],
  "forces_ev_per_angstrom": [[-0.499, 0.137, 0.856], [-0.021, -0.319, -0.259], [0.057, 0.158, 0.000], [-0.121, -0.024, -0.044], [0.060, -0.079, 0.014], [0.202, 0.097, -0.031], [-0.091, 0.010, 0.003], [0.032, -0.002, 0.002], [-0.010, -0.008, -0.015], [0.034, 0.008, 0.021], [-0.090, -0.011, -0.020], [0.012, 0.001, 0.003], [-0.002, 0.000, 0.001], [0.000, 0.000, 0.001], [-0.001, 0.000, 0.001], [0.009, -0.002, 0.000], [0.007, 0.002, 0.000], [0.011, 0.001, 0.000], [-0.016, 0.003, 0.014], [0.021, -0.088, 0.013], [-0.098, -0.167, -0.022], [0.001, 0.153, -0.029], [-0.001, 0.004, 0.003], [0.165, -0.068, -0.190], [0.017, 0.009, 0.106], [-0.130, 0.020, 0.039], [0.178, 0.202, -0.019], [-0.016, 0.034, -0.050], [-0.015, -0.012, -0.021], [-0.028, -0.018, -0.006], [0.110, 0.076, -0.103], [-0.002, 0.003, -0.004], [-0.002, -0.001, -0.001], [-0.003, -0.001, -0.005], [0.006, -0.003, 0.002], [0.000, 0.004, -0.003], [0.001, -0.015, 0.013], [-0.003, -0.002, 0.005], [0.052, 0.004, 0.028], [-0.017, -0.023, 0.029], [0.022, -0.024, -0.075], [-0.002, -0.001, 0.002], [0.046, 0.026, 0.022], [-0.012, 0.050, -0.027], [-0.062, -0.074, 0.013], [0.001, 0.056, -0.012], [-0.001, -0.015, -0.007], [-0.019, 0.048, -0.071], [-0.015, -0.133, 0.007], [0.176, 0.007, -0.274], [-0.005, -0.005, 0.020], [0.004, 0.010, 0.021], [-0.012, 0.010, 0.018], [0.000, 0.002, 0.008], [-0.017, 0.002, -0.007], [-0.006, -0.006, -0.012], [-0.015, -0.015, 0.001], [-0.002, -0.012, 0.017], [0.005, -0.012, 0.000], [0.001, -0.013, 0.011], [0.002, 0.001, 0.004], [0.000, -0.002, 0.003], [0.102, 0.019, 0.005]],
  "mulliken_charge": [1.378, -0.380, -0.535, 0.872, -0.330, 0.681, -0.433, -0.654, -0.518, -0.710, -0.242, 0.499, 0.431, 0.434, 0.414, 0.450, -1.452, 0.799, -1.054, -0.600, 0.585, -0.181, -1.000, 1.169, -0.502, -0.651, -0.487, -0.151, 0.312, -0.354, -0.521, 0.390, 0.391, 0.345, 0.407, 0.601, 0.540, 0.466, 0.357, 0.346, -0.860, -0.076, -0.829, -1.132, 0.844, -0.277, -0.887, -1.116, -0.564, 1.456, 0.342, 0.442, 0.367, 0.355, 0.422, 0.445, 0.198, 0.013, 0.661, 0.633, 0.460, 0.507, 0.486]
}

***

No. 2
{
  "formula": "C24H27NO2",
  "method": "ωB97M-V/def2-TZVPD",
  "homo_lumo_gap_ha": 0.3349,
  "e_lumo_ev": 0.7133,
  "energy_ha": -1135.96503,
  "spin_multiplicity": 1,
  "charge": 0,
  "smiles": "O[C@@H](CNCCC(c1ccccc1)c1ccccc1)COc1ccccc1",
  "de_lowest_ev": 0.218,
  "species": ["O", "C", "C", "N", "C", "C", "C", "C", "C", "C", "C", "C", "C", "C", "C", "C", "C", "C", "C", "C", "O", "C", "C", "C", "C", "C", "C", "H", "H", "H", "H", "H", "H", "H", "H", "H", "H", "H", "H", "H", "H", "H", "H", "H", "H", "H", "H", "H", "H", "H", "H", "H", "H", "H"],
  "coordinates": [[2.621726, 1.136625, 2.413415], [1.424637, 0.405127, 2.531562], [0.838370, 0.144001, 1.138265], [0.734275, 1.419026, 0.449758], [0.574862, 1.344758, -0.989421], [-0.765725, 0.772772, -1.468513], [-0.823640, 0.672791, -2.998919], [-2.210232, 0.236215, -3.423889], [-2.606466, -1.091259, -3.322775], [-3.883077, -1.475160, -3.691329], [-4.783662, -0.536699, -4.165549], [-4.398556, 0.788334, -4.269347], [-3.120552, 1.170034, -3.900782], [0.212012, -0.245330, -3.605070], [0.709934, -1.368867, -2.956825], [1.629764, -2.195516, -3.579141], [2.063505, -1.917834, -4.862837], [1.570113, -0.804886, -5.521832], [0.654504, 0.020660, -4.896411], [1.716742, -0.900634, 3.297909], [0.843664, -1.125892, 4.375919], [0.983612, -0.373082, 5.509987], [0.116324, -0.695650, 6.554059], [0.177645, -0.008537, 7.748674], [1.102576, 1.009279, 7.922120], [1.959169, 1.331804, 6.886136], [1.907468, 0.651723, 5.680046], [2.504484, 1.728072, 1.654847], [0.691745, 0.990437, 3.114548], [1.538198, -0.479987, 0.574132], [-0.114303, -0.396059, 1.242630], [-0.017610, 1.970128, 0.854576], [0.691971, 2.360626, -1.379945], [1.396301, 0.738904, -1.381867], [-1.576415, 1.426962, -1.133890], [-0.937084, -0.208152, -1.023551], [-0.650815, 1.678832, -3.399947], [-1.908359, -1.833173, -2.964596], [-4.175727, -2.511870, -3.609451], [-5.780070, -0.837076, -4.454089], [-5.094162, 1.527489, -4.639434], [-2.826961, 2.207308, -3.986060], [0.390060, -1.611458, -1.954407], [2.007866, -3.062412, -3.056415], [2.780991, -2.563986, -5.346374], [1.900669, -0.578495, -6.524988], [0.272369, 0.887157, -5.417882], [2.761374, -0.877405, 3.629417], [1.578010, -1.765300, 2.643794], [-0.594613, -1.492784, 6.402109], [-0.498610, -0.268947, 8.549621], [1.151574, 1.546599, 8.857193], [2.680878, 2.126151, 7.009228], [2.579249, 0.934636, 4.885589]],
  "forces_ev_per_angstrom": [[0.338, 0.015, 0.001], [-0.289, -0.208, -0.025], [0.058, 0.105, 0.376], [-0.078, 0.139, 0.187], [-0.202, -0.012, -0.106], [0.434, 0.185, -0.102], [-0.209, -0.078, 0.235], [-0.040, 0.161, -0.095], [-0.012, 0.013, 0.015], [-0.023, -0.079, 0.041], [-0.108, 0.009, -0.037], [-0.118, 0.029, -0.030], [0.051, -0.008, 0.028], [0.160, 0.089, -0.072], [-0.013, 0.072, 0.018], [0.047, -0.119, 0.005], [0.060, -0.073, -0.033], [0.024, 0.013, -0.090], [0.025, -0.005, 0.044], [0.249, 0.308, -0.330], [-0.283, -0.019, 0.360], [-0.071, -0.038, 0.126], [0.026, -0.051, -0.188], [-0.018, -0.039, -0.049], [0.082, 0.140, 0.099], [-0.055, 0.024, 0.163], [0.035, -0.154, -0.335], [-0.104, 0.006, -0.011], [0.049, -0.156, -0.045], [-0.017, -0.057, 0.015], [0.082, -0.030, -0.028], [0.075, -0.030, -0.009], [0.035, -0.090, -0.123], [-0.009, 0.109, -0.025], [-0.023, -0.063, 0.018], [-0.078, -0.052, 0.033], [-0.024, -0.082, -0.005], [0.069, -0.088, 0.017], [-0.021, -0.081, 0.005], [-0.074, -0.024, -0.029], [-0.054, 0.053, -0.034], [0.056, 0.098, -0.009], [-0.047, 0.014, 0.134], [0.030, -0.061, 0.037], [0.058, -0.047, -0.035], [0.028, 0.020, -0.078], [-0.050, 0.099, -0.041], [-0.091, -0.020, -0.034], [0.051, 0.064, 0.054], [-0.080, -0.095, -0.018], [-0.055, -0.033, 0.055], [0.008, 0.046, 0.071], [0.055, 0.058, 0.000], [0.063, 0.022, -0.119]],
  "mulliken_charge": [-0.601, 0.757, -0.841, -0.173, -0.957, -0.888, 0.167, 0.018, -0.071, -0.818, -0.385, -0.690, -0.248, -0.169, 0.380, -1.053, -0.447, -0.680, -0.385, -0.978, -0.440, 0.672, -0.531, -0.362, -0.516, -0.690, -0.251, 0.392, 0.170, 0.373, 0.287, 0.222, 0.333, 0.319, 0.554, 0.221, 0.781, 0.356, 0.382, 0.386, 0.382, 0.377, 0.427, 0.391, 0.392, 0.393, 0.388, 0.433, 0.354, 0.399, 0.359, 0.378, 0.362, 0.370]
}

***

- Which of these has the lowest charge?
  C24H27NO2